# 1
Formula: C5H8P2
Source: the Open Molecules 2025 dataset
Level of theory: wB97M-V/def2-TZVPD

As for the strongest force on any atom: 4.5 eV/A. The calculation puts the energy relative to the best compared isomer or geometry (same formula, charge and spin) at 45.7 kcal/mol. For the gap between HOMO and LUMO, the calculation gives 0.2867 Ha. Its SMILES is C=C/C=C\C=P#[PH2]. Its total energy is -23888.5901 eV.

Each line ends with the Löwdin charge.
Cartesian coordinates (Å):
C1 1.391 1.425 -0.092  -0.101
C2 1.782 0.280 -0.581  -0.252
C3 1.788 -1.021 0.044  -0.122
C4 0.746 -1.548 0.741  -0.182
C5 -0.601 -0.994 0.824  -0.498
P1 -1.283 0.511 0.382  0.641
P2 -3.327 -0.074 -0.312  0.436
H1 0.934 1.708 0.948  0.070
H2 1.250 2.268 -0.764  0.057
H3 2.324 0.388 -1.534  0.109
H4 2.706 -1.513 -0.245  0.099
H5 0.813 -2.534 1.274  0.109
H6 -1.263 -1.835 0.969  0.019
H7 -3.450 -1.318 0.191  -0.221
H8 -2.771 -0.807 -1.399  -0.163


# 2
Formula: C29H57Br8F6N5O6S2
Source: the Open Molecules 2025 dataset
Level of theory: wB97M-V/def2-TZVPD

As for the strongest force on any atom: 9.9 eV/A. The calculation puts the energy relative to the best compared isomer or geometry (same formula, charge and spin) at 70.3 kcal/mol. For the gap between HOMO and LUMO, the calculation gives 0.2637 Ha. Its total energy is -649040.9870 eV.

Each line ends with the Löwdin charge.
Cartesian coordinates (Å):
C1 -0.312 1.643 -2.057  -0.054
C2 0.502 0.735 -1.150  -0.180
N1 -0.352 -0.009 -0.125  -0.212
C3 -1.129 -1.040 -0.961  0.015
C4 0.608 -0.769 0.872  -0.156
C5 1.599 -1.736 0.318  -0.061
C6 -1.457 0.853 0.595  -0.035
C7 -1.011 1.947 1.599  -0.206
O1 0.125 2.640 1.174  -0.208
C8 0.809 3.416 2.159  -0.063
H1 -1.217 1.265 -2.533  0.085
H2 0.406 1.954 -2.815  0.094
H3 -0.632 2.598 -1.639  0.084
H4 1.216 1.326 -0.576  0.122
H5 1.211 0.048 -1.612  0.116
H6 -0.479 -1.389 -1.764  0.111
H7 -2.014 -0.581 -1.401  0.102
H8 -1.499 -1.815 -0.291  0.115
H9 0.022 -1.238 1.662  0.138
H10 1.201 0.061 1.255  0.121
H11 2.188 -1.174 -0.406  0.078
H12 1.003 -2.536 -0.122  0.087
H13 2.255 -2.127 1.096  0.102
H14 -2.063 0.117 1.124  0.140
H15 -2.064 1.366 -0.151  0.125
H16 -0.941 1.615 2.634  0.128
H17 -1.885 2.598 1.641  0.131
H18 0.128 4.197 2.498  0.096
H19 1.659 3.869 1.649  0.094
H20 1.235 2.827 2.972  0.091
C9 -3.829 -3.939 5.159  -0.672
F1 -3.553 -2.653 5.150  0.134
F2 -3.149 -4.614 4.245  0.121
F3 -3.558 -4.477 6.352  0.135
S1 -5.741 -4.110 4.703  0.648
O2 -5.949 -5.557 4.661  -0.327
O3 -6.442 -3.390 5.754  -0.315
N2 -5.804 -3.384 3.188  -0.324
S2 -7.297 -2.956 3.031  0.573
O4 -8.353 -4.000 3.175  -0.331
O5 -7.507 -1.654 3.644  -0.325
C10 -7.259 -2.547 1.130  -0.648
F4 -6.736 -3.546 0.409  0.108
F5 -8.502 -2.318 0.632  0.104
F6 -6.535 -1.451 0.990  0.116
C11 -7.972 -0.342 -6.258  -0.319
O6 -6.899 -0.140 -5.667  -0.020
N3 -9.223 0.133 -5.954  -0.177
C12 -10.513 -0.156 -6.645  -0.049
C13 -9.483 1.149 -4.921  -0.065
H21 -8.043 -1.074 -7.077  0.127
H22 -10.899 0.765 -7.082  0.083
H23 -11.260 -0.388 -5.886  0.081
H24 -10.425 -1.028 -7.293  0.085
H25 -10.090 0.781 -4.095  0.089
H26 -8.531 1.395 -4.450  0.080
H27 -9.921 2.090 -5.254  0.086
C14 11.017 4.833 -3.493  -0.118
C15 9.648 5.388 -3.796  -0.245
C16 8.607 4.290 -4.133  -0.184
C17 7.233 4.616 -3.869  -0.289
N4 6.177 4.816 -3.725  0.152
H28 11.516 5.658 -2.985  0.071
H29 11.562 4.807 -4.437  0.071
H30 11.224 3.914 -2.944  0.080
H31 9.670 6.107 -4.616  0.115
H32 9.294 5.891 -2.896  0.107
H33 8.731 3.385 -3.538  0.119
H34 8.647 3.965 -5.173  0.123
C18 2.632 -2.002 8.432  -0.111
C19 3.911 -2.401 7.659  -0.253
C20 5.011 -3.079 8.537  -0.176
C21 5.811 -2.124 9.394  -0.205
N5 6.377 -1.360 10.080  0.120
H35 1.865 -1.449 7.889  0.070
H36 3.009 -1.247 9.121  0.063
H37 2.201 -2.753 9.094  0.076
H38 4.257 -1.563 7.052  0.105
H39 3.563 -3.161 6.960  0.094
H40 5.699 -3.583 7.858  0.104
H41 4.603 -3.884 9.149  0.113
Br1 5.393 -1.723 -5.992  0.508
C22 5.820 -3.579 -5.288  -0.655
C23 5.266 -4.739 -6.059  -0.644
Br2 3.282 -4.570 -6.089  0.564
H42 5.416 -3.532 -4.277  0.042
H43 6.907 -3.627 -5.215  0.057
H44 5.495 -5.698 -5.594  0.061
H45 5.714 -4.897 -7.040  0.068
Br3 -5.145 7.865 -4.088  0.644
C24 -4.052 9.072 -3.070  -0.745
C25 -2.737 8.337 -2.795  -0.673
Br4 -1.888 9.268 -1.257  0.569
H46 -4.672 9.372 -2.225  0.041
H47 -3.911 10.056 -3.518  0.065
H48 -2.073 8.402 -3.657  0.059
H49 -2.801 7.289 -2.502  0.039
Br5 -6.008 -9.864 -0.512  0.651
C26 -5.559 -8.059 -0.170  -0.733
C27 -4.032 -7.952 0.097  -0.633
Br6 -3.114 -7.520 -1.611  0.543
H50 -6.173 -7.736 0.670  0.062
H51 -5.896 -7.544 -1.069  0.032
H52 -3.666 -8.935 0.398  0.027
H53 -3.834 -7.121 0.773  0.054
Br7 10.109 3.584 2.684  0.565
C28 8.650 3.073 3.909  -0.658
C29 7.327 3.280 3.216  -0.681
Br8 7.148 2.192 1.568  0.544
H54 8.828 3.701 4.782  0.057
H55 8.793 2.032 4.198  0.060
H56 6.994 4.285 2.955  0.057
H57 6.514 2.974 3.874  0.053


# 3
Formula: C31H49Al2Br2Cl5FGaNO13S2
Source: the Open Molecules 2025 dataset
Level of theory: wB97M-V/def2-TZVPD

The total charge is +1. As for the strongest force on any atom: 5.5 eV/A. The calculation puts the energy relative to the best compared isomer or geometry (same formula, charge and spin) at 146.5 kcal/mol. For the gap between HOMO and LUMO, the calculation gives 0.0432 Ha. Its total energy is -353677.4284 eV.

Each line ends with the Löwdin charge.
Cartesian coordinates (Å):
C1 4.375 2.775 4.778  -0.001
C2 5.547 1.848 4.215  -0.397
O1 6.481 1.505 4.959  0.117
O2 5.604 1.394 2.847  -0.058
C3 5.993 2.484 1.970  -0.358
C4 6.584 1.957 0.561  -0.128
C5 5.419 1.395 -0.392  -0.180
C6 5.284 -0.217 -0.387  -0.176
C7 3.931 -0.563 0.427  -0.275
C8 3.736 -2.119 0.752  -0.408
Ga1 1.932 -2.261 1.826  0.132
C9 1.689 -0.516 2.894  -0.276
C10 2.344 -0.516 4.344  -0.277
N1 1.849 0.354 5.219  0.030
S1 0.282 -2.313 0.165  0.502
C11 -0.834 -0.899 0.655  -0.492
C12 -1.980 -0.590 -0.404  -0.404
O3 -2.730 -1.549 -0.737  0.013
O4 -2.220 0.660 -1.029  -0.052
C13 -2.170 1.766 -0.102  -0.131
C14 -3.514 1.972 0.754  -0.242
C15 -3.674 0.978 2.000  -0.024
O5 -3.681 3.347 1.251  -0.033
C16 -2.494 3.819 1.859  -0.515
O6 -2.138 3.490 3.025  -0.024
C17 -1.445 4.796 1.067  -0.640
S2 0.318 4.405 1.571  0.674
H1 3.879 2.202 5.638  0.096
H2 4.804 3.744 5.224  0.100
H3 3.563 3.017 4.015  0.086
H4 6.844 3.064 2.512  0.067
H5 5.091 3.185 1.783  -0.025
H6 7.081 2.845 0.010  0.124
H7 7.378 1.151 0.745  0.140
H8 4.427 1.818 0.026  0.111
H9 5.501 1.769 -1.475  0.127
H10 5.300 -0.665 -1.439  0.124
H11 6.165 -0.638 0.223  0.114
H12 4.028 -0.028 1.441  0.085
H13 3.059 -0.087 -0.138  0.126
H14 3.549 -2.647 -0.249  -0.142
H15 4.568 -2.583 1.381  0.072
H16 1.885 -3.560 2.770  -0.046
H17 0.552 -0.390 3.057  0.058
H18 1.996 0.374 2.237  0.049
H19 3.198 -1.179 4.701  0.110
H20 2.340 0.270 6.125  0.031
H21 -1.368 -1.238 1.620  0.075
H22 -0.148 -0.002 0.854  0.065
H23 -1.233 1.766 0.575  0.128
H24 -2.059 2.720 -0.747  0.140
H25 -4.404 1.758 0.053  0.173
H26 -4.639 0.361 1.873  0.087
H27 -3.801 1.534 3.001  0.101
H28 -2.810 0.250 2.151  0.067
H29 -1.640 5.926 1.478  -0.280
H30 -1.571 4.752 -0.064  0.048
H31 0.428 4.644 2.941  -0.063
Al1 5.802 4.967 2.169  1.079
C18 -1.904 -5.483 1.621  -1.956
Cl1 -3.368 -6.506 1.560  0.507
Cl2 -2.285 -3.894 0.941  0.608
Cl3 -1.369 -5.294 3.302  0.505
Cl4 -0.612 -6.244 0.669  0.532
C19 -0.267 1.106 -5.886  -0.078
C20 0.242 2.387 -6.081  -0.085
C21 0.196 3.319 -5.048  -0.099
C22 -0.349 2.966 -3.817  -0.102
C23 -0.855 1.684 -3.622  -0.092
C24 -0.818 0.757 -4.658  -0.080
H32 -0.235 0.380 -6.691  0.091
H33 0.674 2.658 -7.038  0.104
H34 0.587 4.319 -5.202  0.098
H35 -0.380 3.692 -3.009  0.076
H36 -1.277 1.405 -2.664  0.064
H37 -1.216 -0.241 -4.507  0.104
Br1 -2.227 6.382 2.759  0.692
C25 2.148 -2.087 -7.367  -0.790
O7 2.211 -3.324 -7.588  0.065
O8 1.065 -1.528 -7.953  0.082
O9 2.903 -1.344 -6.716  0.097
H38 0.774 -2.387 -8.323  0.116
Cl5 0.409 5.915 -0.450  -0.043
C26 -0.704 -7.650 -3.919  -0.058
C27 -0.023 -8.795 -3.240  -0.323
O10 1.323 -8.369 -3.165  0.147
C28 1.271 -7.011 -3.100  -0.531
O11 2.188 -6.319 -2.760  0.084
O12 0.050 -6.535 -3.460  0.081
F1 -0.080 -9.914 -3.997  0.088
H39 -0.640 -7.708 -5.009  0.154
H40 -1.753 -7.560 -3.634  0.146
H41 -0.398 -9.009 -2.235  0.175
Al2 3.453 -4.521 -0.209  1.029
C29 -7.764 3.370 1.094  -0.058
C30 -7.806 1.856 1.235  -0.496
C31 -9.176 1.380 1.692  -0.063
O13 -6.819 1.440 2.179  -0.072
H42 -7.967 3.857 2.054  0.084
H43 -6.771 3.699 0.776  0.071
H44 -8.499 3.719 0.364  0.084
H45 -7.556 1.391 0.277  0.139
H46 -9.427 1.799 2.672  0.083
H47 -9.188 0.292 1.800  0.081
H48 -9.952 1.670 0.980  0.083
H49 -7.031 1.846 3.030  0.096
Br2 -3.030 -8.070 3.761  0.160


# 4
Formula: C9H13N
Source: the Open Molecules 2025 dataset
Level of theory: wB97M-V/def2-TZVPD

As for the strongest force on any atom: 4.1 eV/A. The calculation puts the energy relative to the best compared isomer or geometry (same formula, charge and spin) at 85.6 kcal/mol. For the gap between HOMO and LUMO, the calculation gives 0.3589 Ha. Its SMILES is CN[C@@H]1C[C@@H]1C.C#CC#C. Its total energy is -11028.5612 eV.

Each line ends with the Löwdin charge.
Cartesian coordinates (Å):
C1 1.405 -2.665 0.100  -0.126
N1 0.645 -1.480 -0.255  -0.091
C2 0.100 -0.807 0.891  -0.324
C3 -0.300 0.623 0.730  -0.111
C4 0.916 0.280 1.535  -0.290
C5 2.292 0.631 1.028  -0.079
H1 0.844 -3.396 0.704  0.076
H2 2.280 -2.368 0.673  0.072
H3 1.754 -3.167 -0.811  0.080
H4 -0.106 -1.727 -0.886  0.111
H5 -0.509 -1.407 1.568  0.137
H6 -0.098 1.038 -0.258  0.065
H7 -1.194 0.975 1.230  0.107
H8 0.802 0.371 2.621  0.132
H9 3.057 0.050 1.540  0.066
H10 2.520 1.705 1.192  0.079
H11 2.358 0.427 -0.046  0.076
C6 -1.305 2.539 -0.968  0.113
C7 -2.245 2.086 -1.567  -0.115
C8 -3.332 1.552 -2.268  -0.149
C9 -4.260 1.097 -2.868  0.124
H12 -0.536 2.944 -0.483  0.015
H13 -5.088 0.700 -3.400  0.032